Record 1
A 3-piece molecular cluster, C4H16N2O2 overall. Source: OMol25; level of theory: ωB97M-V with the def2-TZVPD basis set.

The expectation value of S² is 0.750. The multiplicity is 2. As for the charge: -1. The LUMO energy (alpha / beta) comes out at 0.13364 / 0.12909 Ha. For the energy above the lowest of the compared OMol25 structures with the same formula, charge and spin, the calculation gives 0.000 eV.

```
24
Properties=species:S:1:pos:R:3:forces:R:3
C -1.04735 0.65094 1.20490 0.0 0.1 0.0
C -0.96781 0.20018 -0.24923 0.0 0.0 -0.2
C -2.35481 -0.04058 -0.82631 0.2 0.0 0.2
N -0.26015 1.15112 -1.12304 0.1 0.0 0.1
C 1.14003 1.35830 -0.77619 0.2 0.0 -0.2
N 1.87879 2.06623 -1.82247 -0.1 0.0 0.1
H -1.61062 -0.05556 1.81539 -0.1 -0.1 0.0
H -1.55290 1.62230 1.25884 0.0 0.0 0.0
H -0.06166 0.73552 1.65738 0.1 0.0 0.0
H -0.39471 -0.72926 -0.30311 -0.1 0.0 0.1
H -2.88254 -0.78814 -0.23690 0.0 -0.1 0.0
H -2.27420 -0.39001 -1.85300 -0.1 0.1 -0.1
H -2.94454 0.88030 -0.78229 0.0 0.1 -0.1
H -0.73214 2.04960 -1.07729 -0.1 0.0 0.0
H 1.61137 0.38582 -0.62686 -0.1 0.0 0.1
H 1.27424 1.92693 0.14911 0.0 0.0 0.1
H 1.70311 1.58867 -2.69964 0.0 0.0 0.0
H 1.49280 2.99636 -1.94107 0.0 0.0 0.0
H -1.07574 -2.72350 1.73194 0.1 -0.2 -0.1
H -0.37454 -3.76431 0.82030 -0.1 0.1 0.1
O -0.21256 -3.17967 1.59409 0.1 0.1 0.0
H 1.15195 -1.95548 1.46543 -0.1 0.0 -0.1
H 2.62283 -1.61833 1.76562 -0.3 0.1 -0.2
O 1.82587 -1.24749 1.35780 0.3 -0.2 0.2
```
Positions in Å, forces in eV/Å.

=====

Record 2
A 2-piece molecular cluster, C14H20N3O overall. Source: OMol25; level of theory: ωB97M-V with the def2-TZVPD basis set.

As for the charge: +1. The LUMO energy comes out at -0.13374 Ha. For the energy above the lowest of the compared OMol25 structures with the same formula, charge and spin, the calculation gives 4.794 eV.

```
38
Properties=species:S:1:pos:R:3:forces:R:3
O 1.04332 -2.51602 1.67954 -0.5 0.6 -0.7
C -0.22805 -1.90446 1.37667 0.1 0.8 0.7
C -0.03669 -0.30055 1.40077 0.2 0.0 0.0
C 0.24721 0.32918 -0.06240 -0.6 -0.2 0.6
C -0.75269 -0.32812 -1.12563 -0.6 2.1 0.9
N -0.52966 -1.80979 -1.22134 0.5 -0.9 -1.0
C 0.86920 -2.18526 -1.65580 5.2 -0.9 -1.9
C 1.69515 -1.30253 -2.59898 0.5 -0.8 0.1
C 3.13988 -1.60903 -3.10300 -2.5 -3.9 3.7
C 3.67933 -2.95898 -2.49980 -3.7 2.5 0.2
C 2.70302 -3.71587 -1.58232 0.9 0.7 -0.9
N 1.38607 -3.40970 -1.17266 1.6 3.0 -2.5
C -0.94983 -2.48084 0.06281 -1.4 -0.7 2.0
H 1.77919 -1.97733 1.30555 -0.9 -0.6 0.3
H -0.92439 -2.15645 2.26403 1.1 0.1 -1.5
H 0.89513 -0.10004 2.05564 -1.6 -0.3 -1.0
H -0.92497 0.19030 1.94726 1.3 -0.7 -1.1
H 0.02704 1.44896 -0.03047 0.4 -1.5 -0.1
H 1.35078 0.17075 -0.29964 -1.6 0.2 0.0
H -0.74941 0.17612 -2.14915 0.3 -1.0 1.4
H -1.81925 -0.17613 -0.70369 1.7 -0.4 -0.8
H -1.15487 -2.18611 -1.96919 0.4 0.3 0.6
H 1.20218 -0.33731 -2.98157 0.9 -1.6 0.7
H 3.73129 -0.95103 -3.81318 -1.1 -0.9 1.1
H 4.73539 -3.33809 -2.72704 -1.9 0.5 0.5
H 3.12051 -4.70381 -1.15742 -1.0 1.8 -0.7
H -0.90252 -3.63271 0.00523 0.4 2.0 -0.1
H -2.07633 -2.24344 0.18380 1.8 -0.2 -0.3
N -1.88002 3.69654 2.73940 0.0 0.0 0.0
C -1.80409 5.06253 2.79017 0.0 0.0 0.0
C -2.07384 5.54939 1.53455 0.1 0.1 0.2
C -2.32776 4.43657 0.69577 0.0 -0.3 -0.1
C -2.20406 3.30643 1.46677 0.1 -0.1 -0.1
H -1.72308 3.07584 3.51671 -0.1 0.2 -0.1
H -1.56386 5.56891 3.71258 0.0 0.0 -0.1
H -2.08812 6.59135 1.25158 0.0 -0.1 0.0
H -2.57454 4.45972 -0.35561 0.0 0.0 0.1
H -2.31666 2.26101 1.22008 -0.1 0.1 0.0
```
Positions in Å, forces in eV/Å.

=====

Record 3
One molecule with the formula C3H6N2O3. Source: OMol25; level of theory: ωB97M-V with the def2-TZVPD basis set.

As for the charge: 0. Its SMILES is C1=N\OCOCON/1. The LUMO energy comes out at 0.01802 Ha. For the energy above the lowest of the compared OMol25 structures with the same formula, charge and spin, the calculation gives 8.853 eV.

```
14
Properties=species:S:1:pos:R:3:forces:R:3
C -1.16431 -1.12752 0.45223 -1.2 -4.1 -3.2
C -1.00595 1.16615 -0.04868 0.7 0.8 3.6
C 1.61967 0.33379 -0.48571 2.4 6.9 -1.6
H -1.68345 -2.12855 -0.19690 0.8 2.8 2.8
H -0.99343 -1.26804 1.54779 -0.8 0.8 -0.7
H -0.00897 1.29497 0.70223 -3.2 -1.2 -0.4
H -1.57010 2.13515 0.32791 0.3 -1.8 -1.9
H 2.72222 0.65814 -0.47270 -1.3 -1.4 0.6
H 1.91283 -1.33152 0.27438 3.1 -2.7 0.7
N 1.03666 1.43765 -0.97356 0.7 -4.0 -0.4
N 1.23149 -0.68332 0.26424 -2.9 0.0 0.0
O -1.90756 -0.02267 -0.05828 3.0 0.9 2.2
O -0.32248 1.03063 -1.20779 -0.5 1.7 -1.4
O 0.13338 -1.49485 -0.12514 -1.0 1.5 -0.3
```
Positions in Å, forces in eV/Å.

=====

Record 4
One molecule with the formula C7H15NOS3. Source: OMol25; level of theory: ωB97M-V with the def2-TZVPD basis set.

As for the charge: 0. The LUMO energy comes out at 0.00401 Ha. For the energy above the lowest of the compared OMol25 structures with the same formula, charge and spin, the calculation gives 0.506 eV.

```
27
Properties=species:S:1:pos:R:3:forces:R:3
C -1.36070 -1.49319 0.01707 0.0 2.7 -0.7
C 1.41882 0.78451 1.19735 0.0 -0.2 -0.2
C 1.43110 3.20190 0.47218 0.0 0.0 -0.1
C -0.63111 2.23700 1.51969 0.0 -0.1 0.0
C -0.74825 -3.74391 -0.43055 0.0 -0.5 0.3
C -0.67079 -2.13423 -2.24645 0.1 0.2 -0.6
C 0.59560 1.94272 0.67766 -0.2 0.0 -0.3
N -0.96100 -2.37478 -0.85513 0.0 -0.2 -0.2
O 1.10467 0.68726 -1.64069 0.9 -0.5 -0.7
S -1.67258 -1.58192 1.58412 -0.2 -0.1 0.7
S -1.69932 0.45155 -0.85951 -0.2 -1.6 0.6
S 0.06542 1.55878 -1.09878 -0.8 0.0 1.1
H 0.77751 -0.05028 1.47792 0.0 0.0 0.0
H 2.10907 0.44743 0.42320 0.1 0.0 0.1
H 1.99560 1.08322 2.07000 0.0 0.1 0.1
H 0.81488 4.00117 0.06088 0.0 0.1 0.0
H 2.25310 3.00966 -0.21537 0.1 0.0 0.0
H 1.84649 3.54431 1.41880 0.0 0.0 0.1
H -1.27946 2.95831 1.02268 -0.1 0.1 0.0
H -1.20513 1.33221 1.70890 0.0 0.0 0.0
H -0.32547 2.65218 2.47959 0.1 0.1 0.0
H -1.23420 -3.91616 0.52881 0.1 0.0 -0.2
H -1.16584 -4.41908 -1.17749 0.0 0.0 0.0
H 0.32175 -3.94511 -0.32388 -0.1 0.0 0.0
H -1.40044 -2.65348 -2.87247 0.0 0.0 0.0
H -0.70754 -1.07167 -2.46312 0.1 -0.2 0.0
H 0.32783 -2.50839 -2.47540 0.0 0.0 0.0
```
Positions in Å, forces in eV/Å.

=====

Table of max |F| (eV/A), in record order: 0.4; 5.9; 7.5; 2.8
Table of E_tot (Ha), in record order: -421.95988; -784.57092; -452.87567; -1600.22501
Table of M (u), in record order: 124.18; 246.33; 118.09; 225.40